Here is a 2-piece molecular cluster, CH3N2S overall from OMol25. Energies are from ωB97M-V/def2-TZVPD.

```
7
Properties=species:S:1:pos:R:3:nbo_charge:R:1
C 0.5891 0.1130 0.1993 0.259
N 1.1286 1.1394 -0.3154 -0.524
N -1.5675 -0.6269 -0.1215 -0.444
S 2.2088 -0.5050 0.2175 0.524
H 1.1027 2.0678 -0.6726 0.495
H -2.0555 -0.5849 0.7472 0.349
H -1.4062 -1.6034 -0.0546 0.340
```

Output
F_max = 0.0960 hartree/bohr
net charge = +1
energy = -547.0645 Ha
Kohn-Sham gap (spin up / spin down) = 7.5 / 7.5 eV


Here is a 3-piece molecular cluster, C12H31NO12P3Si overall from OMol25. Energies are from ωB97M-V/def2-TZVPD.

```
60
Properties=species:S:1:pos:R:3:nbo_charge:R:1
C 3.0617 2.8172 2.4394 -0.424
N 1.7750 2.1302 2.1226 -0.650
C 0.9449 2.9054 1.1792 -0.650
Si -0.9220 2.3963 1.2374 1.151
C -1.8011 3.7477 2.2442 -0.906
C -3.4327 3.5210 2.0927 0.085
C -3.9877 2.2112 2.8933 -0.193
O -3.8265 2.3424 1.3242 -0.578
P -1.5462 2.2801 -0.9048 1.045
O -0.3853 1.6330 -1.6643 -1.145
C -0.9278 0.6732 2.1059 0.440
O -0.7079 -0.3905 1.4824 -0.767
O -1.1337 0.6411 3.3899 -0.771
H 3.8354 2.3580 1.7335 0.202
H 3.3324 2.6239 3.5157 0.183
H 3.0137 3.9157 2.2320 0.180
H 1.9526 1.1842 1.7963 0.377
H 1.3111 2.6625 0.1348 0.215
H 1.0445 4.0158 1.3255 0.197
H -1.6384 4.7860 1.8614 0.218
H -1.6633 3.6464 3.3486 0.274
H -4.1081 4.4485 2.0770 0.186
H -5.0956 2.3102 2.8663 0.188
H -3.4121 1.2586 2.8479 0.294
H -1.8190 3.5681 -1.4825 -0.092
H -2.6953 1.4546 -1.1067 -0.039
C -2.2667 -1.9846 0.1776 -0.232
O -3.2312 -2.2029 -0.8756 -0.821
P -4.7791 -2.7090 -0.4219 2.336
O -4.9103 -1.8334 0.7926 -0.995
O -4.2193 -4.2119 -0.0189 -0.798
C -3.2856 -4.8709 -0.8725 -0.249
O -6.3852 -3.2772 -0.2946 -0.673
C -6.8501 -4.0886 -1.3751 -0.277
H -1.2756 -1.9806 -0.2743 0.201
H -2.4361 -1.0259 0.6450 0.242
H -2.3080 -2.7773 0.9260 0.174
H -2.2772 -4.7710 -0.4665 0.191
H -3.3023 -4.4666 -1.8849 0.178
H -3.5375 -5.9334 -0.9171 0.172
H -6.2824 -5.0221 -1.4272 0.175
H -6.7615 -3.5495 -2.3214 0.166
H -7.8994 -4.3261 -1.2021 0.192
C 7.4382 1.0283 -1.3364 -0.231
O 6.3984 0.8446 -2.2868 -0.813
P 4.8611 0.4441 -1.6783 2.336
O 4.9086 1.3609 -0.4893 -1.011
O 5.4005 -1.0708 -1.2909 -0.793
C 6.2026 -1.7991 -2.2197 -0.248
O 3.2700 -0.0431 -1.3329 -0.626
C 2.6205 -0.8665 -2.3079 -0.279
H 8.3893 0.9586 -1.8688 0.175
H 7.3632 2.0164 -0.8832 0.201
H 7.4131 0.2609 -0.5613 0.185
H 7.2546 -1.7347 -1.9336 0.176
H 6.0881 -1.4266 -3.2378 0.177
H 5.9018 -2.8485 -2.1973 0.184
H 3.1306 -1.8302 -2.3981 0.163
H 2.6025 -0.3645 -3.2766 0.171
H 1.5959 -1.0391 -1.9818 0.234
```

Output
F_max = 0.1786 hartree/bohr
net charge = -1
energy = -2746.8202 Ha
Kohn-Sham gap = 4.0 eV


Here is one molecule with the formula C5H6BrN3 from OMol25. Energies are from ωB97M-V/def2-TZVPD.

```
15
Properties=species:S:1:pos:R:3:nbo_charge:R:1
N 2.2750 2.0508 -0.1980 -0.625
N 2.1019 0.4743 -0.4452 -0.301
Br 3.6444 -0.2664 0.5582 0.151
C 0.8859 -0.0082 -0.1242 0.280
C 0.6567 -1.3469 -0.3503 -0.242
C -0.5873 -1.8344 -0.2679 -0.164
C -1.6474 -0.8863 -0.1295 -0.266
C -1.3273 0.4536 0.1720 0.046
N -0.0769 0.8631 0.2220 -0.478
H 1.3333 2.2694 0.1461 0.373
H 2.0997 2.3766 -1.2028 0.346
H 1.6282 -2.0142 -0.5761 0.239
H -0.8490 -2.8346 -0.4444 0.220
H -2.6723 -1.2747 -0.1880 0.220
H -2.1559 1.0979 0.5221 0.201
```

Output
structure (SMILES) = NN(Br)c1ccccn1
F_max = 0.1097 hartree/bohr
net charge = 0
energy = -2932.3103 Ha
Kohn-Sham gap = 8.2 eV


Here is C41H40MnP2Si as an isolated structure from OMol25. Energies are from ωB97M-V/def2-TZVPD.

```
85
Properties=species:S:1:pos:R:3:lowdin_spin:R:1
Mn 0.5458 -0.6695 1.0256 4.616
C -3.1706 -1.6860 1.7412 0.001
Si -1.9524 -1.1325 0.3902 0.027
C -2.6353 0.4954 -0.3527 0.005
C -3.7584 0.5014 -1.1803 0.000
C -4.2205 1.6644 -1.7777 0.001
C -3.5601 2.8658 -1.5563 0.000
C -2.4390 2.8903 -0.7418 0.001
C -1.9785 1.7156 -0.1461 0.004
P -0.4861 1.7368 0.8986 0.039
C 0.4219 3.2128 0.3393 0.007
C 0.9281 3.1894 -0.9619 0.003
C 1.6701 4.2532 -1.4443 0.000
C 1.9279 5.3484 -0.6286 0.003
C 1.4312 5.3764 0.6652 0.000
C 0.6764 4.3151 1.1486 0.003
C -1.0844 2.1513 2.5667 0.004
C -0.2343 1.8985 3.6400 0.006
C -0.6319 2.1909 4.9352 0.000
C -1.8902 2.7250 5.1693 0.000
C -2.7478 2.9692 4.1047 0.000
C -2.3486 2.6858 2.8074 0.000
C -2.0819 -2.3709 -1.0526 0.007
C -2.9919 -3.4251 -1.0830 0.002
C -2.9850 -4.3622 -2.1074 0.001
C -2.0549 -4.2625 -3.1304 0.002
C -1.1363 -3.2213 -3.1224 0.001
C -1.1439 -2.2861 -2.0907 0.002
P 0.0368 -0.8782 -2.0417 0.035
C 0.6006 -0.8210 -3.7870 0.013
C 1.8848 -1.1480 -4.2128 0.002
C 2.2402 -1.0094 -5.5489 0.000
C 1.3191 -0.5460 -6.4741 0.002
C 0.0371 -0.2118 -6.0563 0.000
C -0.3144 -0.3387 -4.7244 0.003
C 1.5227 -1.5824 -1.2139 0.017
C 1.8020 -2.9445 -1.0835 0.017
C 2.9934 -3.3570 -0.5095 0.011
C 3.9266 -2.4257 -0.0682 0.013
C 3.6628 -1.0704 -0.1755 0.015
C 2.4638 -0.6474 -0.7421 0.021
H -4.2052 -1.7831 1.4013 0.000
H -3.1624 -0.9632 2.5596 0.000
H -2.8545 -2.6469 2.1518 0.000
H -4.2749 -0.4330 -1.3740 0.000
H -5.0918 1.6325 -2.4203 0.000
H -3.9112 3.7788 -2.0196 0.000
H -1.9167 3.8253 -0.5782 0.000
H 0.7186 2.3376 -1.6028 0.001
H 2.0496 4.2282 -2.4578 0.000
H 2.5133 6.1773 -1.0046 0.000
H 1.6255 6.2291 1.3030 0.000
H 0.2851 4.3477 2.1578 0.000
H 0.7410 1.4599 3.4599 0.004
H 0.0375 1.9880 5.7612 0.000
H -2.2052 2.9433 6.1814 0.000
H -3.7332 3.3782 4.2857 0.000
H -3.0242 2.8694 1.9815 0.000
H -3.7236 -3.5205 -0.2885 0.000
H -3.7077 -5.1688 -2.1044 0.000
H -2.0386 -4.9904 -3.9314 0.000
H -0.4134 -3.1427 -3.9251 0.000
H 2.6181 -1.5218 -3.5091 0.000
H 3.2424 -1.2717 -5.8632 0.000
H 1.5957 -0.4413 -7.5150 0.000
H -0.6890 0.1547 -6.7705 0.000
H -1.3152 -0.0667 -4.4052 0.000
H 1.0770 -3.6720 -1.4268 0.000
H 3.2004 -4.4142 -0.4044 0.000
H 4.8525 -2.7627 0.3786 0.000
H 4.3749 -0.3418 0.1901 0.000
H 2.2359 0.4139 -0.8294 0.005
C 3.0562 -0.3119 3.6148 0.010
C 2.5006 -1.7089 3.3542 0.016
C 2.5840 -2.5445 4.6336 0.001
C 1.0779 -1.6539 2.7940 0.038
H 4.0900 -0.3441 3.9671 0.000
H 2.4647 0.1931 4.3851 0.000
H 3.0208 0.3050 2.7112 0.007
H 3.1490 -2.1850 2.6075 0.001
H 1.9594 -2.1020 5.4143 0.000
H 3.6070 -2.6079 5.0150 0.001
H 2.2215 -3.5590 4.4605 0.000
H 0.4183 -1.2099 3.5611 0.012
H 0.7052 -2.6837 2.6823 0.013
```

Output
spin multiplicity = 6
F_max = 0.0131 hartree/bohr
net charge = 0
energy = -3709.5449 Ha
Kohn-Sham gap (spin up / spin down) = 6.7 / 7.3 eV